Record 1
10
Properties=species:S:1:pos:R:3 method="wB97M-V/def2-TZVPD" relative_energy_kcal_mol=19.1 gap_ev=10.60 lumo_energy_ev=0.827 smiles="C=C(F)CO"
C -0.7661 0.6050 0.1144
C 0.3374 -0.4120 -0.2943
C 1.1456 -1.1567 0.5635
H -0.7348 1.8619 -1.2884
H -1.7885 0.2112 -0.1854
H -0.7843 0.7029 1.1790
H 1.7858 -1.9669 0.2589
H 1.0729 -1.0433 1.6290
O -0.5566 1.9023 -0.3495
F 0.2885 -0.7046 -1.6272

=====

Record 2
11
Properties=species:S:1:pos:R:3 method="wB97M-V/def2-TZVPD" relative_energy_kcal_mol=74.9 gap_ev=10.33 lumo_energy_ev=0.855 smiles=C#CC#C[C@H]1CO1
C -2.9757 2.4751 0.1122
C -2.0065 1.7581 0.0763
C -0.9218 0.9018 0.0863
C -0.0081 0.1132 0.1497
C 0.9758 -0.9123 0.4316
C 1.8203 -1.5405 -0.5926
O 2.3552 -0.5970 0.3164
H -3.8509 3.0837 0.1742
H 0.7250 -1.4993 1.3153
H 1.7612 -1.2062 -1.6264
H 2.1255 -2.5765 -0.4431